1.
Molecular formula: C21H20F3N3O3
Method: DFT, ωB97M-V/def2-TZVPD

Last column: Mulliken charge in e.
Cartesian coordinates (Å):
C -1.165540 6.348299 -4.473759  -1.06
C 0.117378 5.518985 -4.562935  -0.91
C 0.339125 4.759484 -3.289482  0.49
C 1.029566 5.316911 -2.217241  -0.30
C 1.174306 4.593666 -1.048948  -0.88
C 0.616988 3.318899 -0.978333  0.69
C 0.769161 2.494275 0.277520  -1.36
N 0.170757 1.184572 0.172779  0.21
C -1.268703 1.122043 0.113158  -0.93
C 0.995579 0.136348 -0.008560  0.57
O 2.214419 0.233897 0.033581  -0.72
C 0.394244 -1.205739 -0.220639  0.34
C 1.098508 -2.419460 0.015553  -0.04
C 0.211153 -3.386124 -0.352299  0.10
C 0.270402 -4.879475 -0.311405  -0.65
O 1.025948 -5.360559 0.778689  -0.47
C 0.639694 -5.037326 2.039837  0.51
C 1.493834 -5.453861 3.064706  -0.70
C 1.204923 -5.165834 4.381153  -0.42
C 0.064881 -4.448456 4.713177  -0.78
C -0.782684 -4.044740 3.696772  -0.25
C -2.026300 -3.253689 3.982776  0.92
F -2.210876 -2.992375 5.282133  -0.29
F -2.018283 -2.060785 3.353346  -0.23
F -3.139545 -3.881807 3.559124  -0.27
C -0.516102 -4.338043 2.364131  -0.04
O -0.924446 -2.803039 -0.780934  -0.24
N -0.797334 -1.462393 -0.698277  -0.48
N -0.045738 2.785779 -1.991646  -0.27
C -0.177050 3.483186 -3.105341  -0.33
H -1.327089 6.897545 -5.398234  0.34
H -1.101726 7.060221 -3.653528  0.33
H -2.022238 5.701140 -4.299477  0.33
H 0.964271 6.183097 -4.748109  0.35
H 0.038523 4.820884 -5.398560  0.35
H 1.454228 6.307658 -2.303456  0.41
H 1.711517 5.000292 -0.205419  0.43
H 1.836265 2.345532 0.475554  0.38
H 0.328556 3.032135 1.125340  0.44
H -1.671159 2.024354 0.570024  0.31
H -1.636868 0.253377 0.655922  0.38
H -1.612363 1.064124 -0.919553  0.27
H 2.091089 -2.521867 0.397169  0.55
H 0.789535 -5.263492 -1.195948  0.36
H -0.751586 -5.281927 -0.303084  0.36
H 2.382384 -6.001201 2.793866  0.46
H 1.874890 -5.493701 5.160338  0.38
H -0.160131 -4.207704 5.739583  0.49
H -1.219725 -4.011352 1.615521  0.47
H -0.726637 2.988243 -3.896583  0.39

Cartesian forces, eV/Å:
C 0.2 0.0 -0.2
C -0.2 0.1 0.1
C 0.1 -0.1 0.0
C -0.1 -0.2 0.0
C -0.1 -0.1 -0.1
C 0.1 0.2 0.0
C 0.4 0.0 0.1
N 0.1 0.3 0.1
C -0.5 -0.2 -0.1
C 0.1 0.4 0.1
O 0.0 -0.3 -0.1
C -0.1 -1.1 -0.1
C -0.5 -0.4 -0.3
C 0.8 0.7 0.3
C -0.2 0.0 -0.3
O 0.2 0.0 -0.1
C -0.2 0.1 0.5
C -0.1 0.0 -0.2
C 0.0 0.0 -0.1
C -0.2 0.1 -0.1
C 0.1 0.0 0.1
C -0.3 0.2 0.0
F 0.2 -0.1 0.2
F 0.2 0.0 -0.1
F 0.0 -0.2 -0.1
C 0.1 -0.1 -0.1
O 0.2 -0.8 0.1
N -0.1 1.1 -0.1
N 0.0 -0.4 0.3
C 0.1 0.4 -0.3
H -0.1 0.1 -0.1
H 0.0 0.1 0.1
H -0.1 0.0 0.0
H 0.0 -0.1 -0.1
H 0.1 0.0 0.0
H 0.1 0.1 0.0
H 0.1 0.0 0.1
H -0.2 0.1 0.0
H 0.0 -0.1 -0.1
H 0.0 0.0 0.0
H 0.0 0.1 0.0
H -0.1 0.0 0.1
H 0.2 -0.1 0.1
H -0.2 0.1 0.1
H 0.1 0.0 0.0
H 0.1 -0.1 0.0
H 0.1 0.0 0.1
H 0.0 0.0 0.1
H 0.0 0.0 -0.1
H 0.0 0.0 -0.2

As for the relative energy (zero: lowest compared OMol25 entry of this formula, charge and spin): 41.02 kcal/mol.

=====

2.
Molecular formula: C21H20IrN5O7S2
Method: DFT, ωB97M-V/def2-TZVPD

Last column: Löwdin spin population.
Cartesian coordinates (Å):
Ir 0.965194 0.773706 -0.028953  0.62
O 4.356122 2.678163 0.928327  0.01
C 3.208347 2.368076 1.056698  0.00
O 2.762367 1.136172 0.774220  0.03
C 2.138412 3.319011 1.586367  0.00
C 1.100334 2.566677 2.426555  0.00
C 0.206272 3.510822 3.211871  0.00
C -0.642541 4.164228 2.091718  0.00
C -0.149547 3.439256 0.847289  0.00
O 0.159202 2.099986 1.392078  0.00
C 1.245128 3.928614 0.442982  0.00
C 1.646988 3.438553 -0.944659  0.00
O 2.331863 4.076875 -1.686035  0.02
O 1.134597 2.247510 -1.306289  0.07
H 2.641452 4.094517 2.158242  0.00
H 1.486739 1.707941 2.967956  0.00
H 0.789427 4.224714 3.789831  0.00
H -0.421069 2.945613 3.898368  0.00
H -0.472694 5.235249 1.999706  0.00
H -1.706202 4.000318 2.245648  0.00
H -0.863544 3.326427 0.036697  0.00
H 1.309576 5.013504 0.425757  0.00
N -3.309650 -6.059357 -1.275914  0.00
C -3.026244 -4.733192 -1.219051  0.00
C -3.050105 -3.946788 -2.382934  0.00
C -2.768346 -2.601849 -2.325162  0.00
C -2.457069 -2.014186 -1.100137  0.00
C -2.427480 -2.778971 0.065103  0.00
C -2.705473 -4.123951 0.008278  0.00
S -2.101167 -0.322597 -1.039192  0.00
O -2.533719 0.313799 -2.239320  0.02
O -2.418120 0.217082 0.251694  0.00
N -0.411769 -0.253774 -1.037241  0.16
C 0.436022 -0.634213 -2.059014  0.01
N 0.187217 -1.184410 -3.218898  0.02
C 1.258520 -1.282008 -4.014785  0.00
C 2.525267 -0.814127 -3.677506  0.02
C 2.699943 -0.264020 -2.419943  0.00
N 1.653154 -0.258523 -1.604655  0.01
H -3.588840 -6.489414 -2.137813  0.00
H -3.345739 -6.616687 -0.443192  0.00
H -3.302664 -4.404905 -3.330705  0.00
H -2.791259 -1.993689 -3.218318  0.00
H -2.209853 -2.309081 1.015330  0.00
H -2.697938 -4.719381 0.912560  0.00
H 1.085428 -1.739601 -4.981045  0.00
H 3.346219 -0.871567 -4.374944  0.00
H 3.631522 0.141026 -2.047266  0.00
S 1.573939 -2.318898 3.225473  0.00
C -0.015469 -1.689415 3.297260  0.00
C -0.227003 -0.822496 2.280788  0.00
N 0.870538 -0.669767 1.461929  0.00
C 1.889981 -1.401327 1.847728  0.00
H -0.706875 -1.981345 4.069576  0.00
H -1.135151 -0.285738 2.049465  0.00
H 2.845758 -1.382558 1.347476  0.00

Cartesian forces, eV/Å:
Ir 0.7 0.2 0.3
O 0.0 0.0 0.1
C -0.1 0.0 0.1
O 0.0 0.2 -0.3
C 0.0 -0.1 0.0
C 0.1 0.1 0.0
C 0.0 0.0 0.0
C 0.0 0.0 0.0
C 0.0 0.1 -0.1
O -0.3 -0.3 0.0
C 0.0 -0.1 0.0
C -0.3 0.2 0.1
O 0.0 0.0 0.0
O 0.2 -0.3 -0.2
H 0.0 0.0 0.0
H 0.0 0.0 0.0
H 0.0 0.0 0.0
H 0.0 0.0 0.0
H 0.0 0.0 0.0
H 0.0 0.0 0.0
H 0.0 0.0 0.0
H 0.0 0.0 0.0
N 0.1 0.0 0.0
C 0.0 0.0 0.0
C 0.0 0.0 0.0
C 0.0 0.0 0.0
C 0.0 0.0 0.0
C 0.0 0.0 0.0
C 0.0 0.0 0.0
S 0.1 0.0 -0.1
O 0.0 0.0 0.0
O 0.0 0.0 0.0
N -0.3 0.5 -0.2
C -0.2 -0.2 0.3
N 0.0 0.0 0.0
C 0.0 0.0 0.0
C 0.0 0.0 0.0
C 0.0 -0.2 0.0
N 0.0 -0.1 0.0
H 0.0 0.0 0.0
H 0.0 0.0 0.0
H 0.0 0.0 0.0
H 0.0 0.0 0.0
H 0.0 0.0 0.0
H 0.0 0.0 0.0
H 0.0 0.0 0.0
H 0.0 0.0 0.0
H 0.0 0.0 0.0
S 0.0 0.0 0.0
C 0.0 0.0 0.0
C 0.0 0.0 0.0
N 0.1 -0.1 -0.2
C 0.0 0.0 0.0
H 0.0 0.0 0.0
H 0.0 0.0 0.0
H 0.0 0.0 0.0

As for the relative energy (zero: lowest compared OMol25 entry of this formula, charge and spin): 16.66 kcal/mol. The charge is +1. The spin multiplicity is 2. Its expectation value of S² is 0.7543.

=====

Question: What is the relative energy (zero: lowest compared OMol25 entry of this formula, charge and spin) in the first record?
Answer: 41.02 kcal/mol

=====

Question: What is the formula in the second record?
Answer: C21H20IrN5O7S2

=====

Question: Which of these has the lowest relative energy (zero: lowest compared OMol25 entry of this formula, charge and spin)?
Answer: C21H20IrN5O7S2